Entry from the Open Molecules 2025 dataset: a 19-piece molecular cluster, C49H143N21O26 overall in a non-equilibrium geometry (ωB97M-V with the def2-TZVPD basis set).

Atoms and positions in Å:
O  -3.86449  4.65954  5.56975
O  -8.08805  3.30208  0.33778
O  -9.22247  -1.39455  -2.85071
O  -1.58277  -6.75003  1.13339
O  7.40954  0.54465  0.33658
O  -1.94885  -4.10829  -4.54186
O  4.58658  -2.05270  -0.72396
O  -4.61553  -0.22047  3.55427
O  -4.74360  0.88291  -3.71841
O  0.03908  7.33983  1.58751
O  -1.76954  -2.93607  0.70734
O  3.35596  6.30568  -0.17270
O  3.66994  -0.82442  -5.84854
O  -1.52020  5.73360  -2.24452
O  0.60623  3.74457  -6.00223
O  3.06913  -5.11610  2.79122
O  0.16094  -0.66239  -4.85464
O  2.31079  2.43232  -2.11770
O  -3.73292  4.71855  -1.17733
O  -1.71474  3.86098  -4.35717
O  5.58601  1.02796  4.44904
O  -2.51957  0.38299  -0.84133
O  8.39119  -3.29454  1.23185
O  -0.62697  -1.37707  5.86926
O  -5.12354  0.38970  -1.26480
O  0.71343  2.20103  2.76406
N  -7.55949  -0.08251  -3.52330
N  -0.66684  -0.86538  -1.05717
N  -3.26393  2.31924  3.44190
N  0.96119  -1.01525  3.25223
N  -5.94656  3.25959  -2.05874
N  -3.31697  -4.52706  0.55479
N  0.57052  6.32017  -0.33625
N  5.22735  2.32112  1.83264
N  -1.51091  6.47547  0.28397
N  1.93329  -1.04661  -2.26091
N  -1.34025  -5.17514  -1.85517
N  5.00618  5.19456  1.01575
N  -0.94905  0.56873  -6.36323
N  -0.66854  1.06105  -1.83753
N  2.27865  -2.37248  -5.29039
N  4.16543  -2.99956  -5.84683
N  -7.35490  -1.23967  -1.67451
N  1.09561  0.25400  -6.70556
N  -3.88864  -2.44944  0.13883
N  5.99381  -3.82378  3.24818
N  3.57432  4.11121  -0.07770
C  0.98340  -0.13884  2.08837
C  0.08357  3.52687  2.48172
C  4.19444  2.25094  2.86134
C  3.38545  -1.98110  -5.69180
C  4.30698  1.09984  3.84633
C  -3.44482  3.29957  5.75348
C  2.94251  0.03978  -2.35523
C  -5.81245  3.05740  -3.49589
C  2.53430  -2.32460  -1.89814
C  1.77917  3.67717  -2.66843
C  3.92584  5.31132  0.25792
C  -3.96007  2.27832  4.75560
C  -0.69708  -3.95437  -2.46664
C  -6.95639  4.24244  -1.67264
C  1.73812  -4.67311  2.56348
C  5.92942  -0.20461  5.04535
C  -8.06799  -0.99720  -2.72605
C  -1.10224  -7.03389  -0.17603
C  7.39794  -4.27624  3.29422
C  5.18397  -4.92270  3.82135
C  0.10948  0.00756  -5.90575
C  -0.29198  6.79342  0.61319
C  3.73435  -4.59297  3.89690
C  -0.30733  -1.80250  3.33990
C  3.22976  -2.31362  -0.48718
C  -7.12540  4.27084  -0.16270
C  -1.90441  -7.79891  2.02361
C  9.33805  -2.38529  0.73439
C  -1.42081  0.16549  -1.29651
C  -4.56448  2.27215  -3.90157
C  -7.63272  1.91916  0.31668
C  8.31903  -3.25993  2.68796
C  -2.89377  -3.28902  0.47838
C  5.46474  -2.65430  0.24807
C  -1.68187  -0.45224  5.84535
C  -4.53272  5.19658  6.67511
C  5.13244  1.18188  0.85273
C  2.49555  1.35178  -3.01556
C  -4.10680  1.86499  2.39473
C  -4.11007  0.30966  2.31978
C  -0.54843  -2.32215  4.81931
C  8.67209  0.80389  -0.31501
C  -4.57792  -1.63690  3.57709
C  -3.78197  -0.00292  -4.18677
C  -0.48396  -5.78888  -0.92433
C  -1.76364  -3.28182  -3.31251
C  -2.53158  -3.35649  -5.56637
C  0.06132  1.10145  2.02547
C  6.28686  1.14440  -0.24530
H  9.16232  -2.10053  -0.30297
H  0.33090  3.95498  1.51030
H  -0.92362  0.88146  2.43731
H  -4.11152  -1.00488  -3.91186
H  -4.84753  -2.70934  0.32072
H  -2.73749  -5.31157  0.81715
H  -2.85071  0.10839  -3.63138
H  9.27189  -3.54837  3.13177
H  0.53767  4.56667  -5.51675
H  1.78824  -3.11700  -1.95803
H  4.23078  3.25017  3.29528
H  -0.22550  -4.98383  -0.23644
H  3.01742  -3.28999  -0.05162
H  6.02128  -1.11790  4.45752
H  7.63247  -4.28467  4.35866
H  4.19466  1.17598  0.29718
H  -3.55496  -2.00344  3.66257
H  -7.68375  -2.04808  -1.16616
H  -0.29219  -7.73739  0.01635
H  -5.73660  4.08746  -3.84420
H  5.29440  4.27778  1.32645
H  -5.12368  -2.00436  2.70805
H  -0.27795  -3.28103  -1.71895
H  2.02899  0.11216  -6.34669
H  -3.64372  2.63203  -3.44246
H  -2.01895  -2.41163  -5.74682
H  0.98286  0.73882  -7.58438
H  -1.11161  3.47912  -4.99485
H  -3.91168  5.15280  7.56981
H  -3.62787  2.39862  1.57377
H  3.19695  2.26442  2.42210
H  -1.88581  -7.54449  -0.73585
H  -1.84344  -0.00522  4.86445
H  -3.49544  -1.51987  0.10145
H  5.77700  -3.71384  2.26787
H  -7.93304  1.47628  -0.63293
H  3.87845  0.15811  3.50337
H  -1.42527  -2.96174  4.92014
H  0.31938  -2.96708  4.95741
H  5.61936  -3.72546  0.11848
H  6.92619  -0.04975  5.45836
H  -3.91725  4.74898  -0.23853
H  -1.58823  6.49605  -0.72285
H  -5.52936  4.76837  6.78210
H  8.47496  0.74416  -1.38537
H  -3.84268  1.30183  5.22548
H  -2.50393  -8.57631  1.54997
H  -6.81078  5.26684  -2.01542
H  5.11744  -2.44106  1.25902
H  2.33088  4.54997  -2.31924
H  2.06651  -3.34424  -5.46583
H  -2.32459  -3.99564  -6.42470
H  -0.92839  -1.63074  -0.45226
H  3.80039  -0.29381  -2.93906
H  -7.82537  3.83357  -2.18820
H  -3.75223  -0.04590  -5.27552
H  -5.04624  2.20260  4.70451
H  -1.81456  0.14933  -6.05487
H  1.01204  -0.48489  4.11026
H  -2.36002  3.32666  5.65072
H  2.82683  -1.61776  0.24872
H  -2.15319  -4.83351  -1.36271
H  3.32752  -2.73205  -2.52495
H  3.58810  1.37112  4.61945
H  5.52135  -5.15467  4.83153
H  5.20935  -0.26246  5.86160
H  2.87784  3.86367  -0.76599
H  -2.69786  -3.05071  -2.80072
H  0.28454  -0.85407  -1.39605
H  1.63435  -1.63565  -5.04127
H  -5.21001  -2.15444  4.29869
H  3.30647  1.76077  -3.61824
H  -6.50183  -0.74696  -1.45179
H  2.04082  0.10044  1.97561
H  5.28295  -5.88332  3.31588
H  3.45220  -5.19428  4.76114
H  0.14241  5.94341  -1.16984
H  -0.90242  1.97324  -2.20263
H  -4.50535  4.30262  -1.56020
H  0.01259  1.27248  0.95008
H  -3.61173  -3.24688  -5.46963
H  -6.54907  1.89149  0.43087
H  -4.80424  0.02458  1.52924
H  -7.56733  5.22409  0.12730
H  8.92484  1.85076  -0.14682
H  0.40146  -6.12718  -1.46257
H  6.39218  -2.08880  0.15772
H  -2.68912  -7.50647  2.72132
H  3.56030  -3.54258  4.13031
H  -5.78074  2.45646  -1.46918
H  -3.80496  2.98261  6.73222
H  6.07890  2.17749  2.35640
H  -4.25556  0.30174  -0.87095
H  0.32709  4.34032  3.16517
H  3.95986  -3.93289  -5.52011
H  -0.14792  -2.67432  2.70538
H  -4.95726  0.75944  -2.13191
H  -1.34615  -2.32196  -3.61660
H  -3.10756  0.00052  2.02397
H  -5.07312  2.35934  2.29498
H  5.05505  0.20107  1.32190
H  0.71364  -0.77060  1.24208
H  1.62956  3.73880  -3.74636
H  10.34866  -2.78924  0.67461
H  -1.40639  5.35394  -3.11581
H  3.32742  0.22876  -1.35311
H  7.76018  -5.24185  2.94141
H  -0.99408  3.36442  2.46232
H  -8.06880  1.21139  1.02166
H  8.02984  -2.30255  3.12142
H  -2.33196  6.48669  0.87206
H  6.49063  2.16664  -0.56406
H  -1.09863  -1.10935  3.05444
H  4.01395  3.34797  0.41656
H  1.09146  -5.43132  2.12184
H  -1.66732  0.28679  6.64642
H  1.32283  -1.07789  -3.06494
H  9.33749  -1.45198  1.29747
H  1.11607  -4.60238  3.45575
H  0.33173  0.93904  -1.76915
H  -2.62448  -0.98984  5.94815
H  -6.12247  4.13589  0.24231
H  1.55754  6.49480  -0.21214
H  0.08972  -4.25025  -3.16055
H  -8.20378  0.27353  -4.21483
H  1.68206  -3.71022  2.05574
H  -4.49119  2.40375  -4.98111
H  -2.27512  5.27266  -1.87863
H  5.60721  6.00620  1.02590
H  -6.70780  0.45244  -3.43086
H  -1.05123  -8.19005  2.57787
H  -4.28476  -4.61584  0.27983
H  0.80666  3.80284  -2.19248
H  -2.32764  4.37401  -4.88383
H  -6.66176  2.61494  -4.01647
H  5.97530  0.60757  -1.14132
H  1.53871  3.52961  -5.97970
H  9.54480  0.19592  -0.07656
H  1.57860  1.29485  -3.60214
H  -3.13382  3.31712  3.35588
H  -4.72395  6.25053  6.47332
H  5.04851  -2.80031  -6.29467
H  -0.90990  0.93502  -7.30366

LUMO: -0.37 eV
Net charge: 0
Electronic energy: -5058.6015 Ha
F_max: 7.40 eV/A
HOMO-LUMO gap: 7.846 eV
Molecular weight: 1442.80 g mol⁻¹